Formula: C5H13N
Source: OMol25
Level of theory: ωB97M-V/def2-TZVPD

Structure (XYZ):
```
19
Properties=species:S:1:pos:R:3:forces:R:3
N -0.218 0.293 -0.597 5.497 -0.933 -1.409
C -0.824 -0.737 0.076 -5.716 0.406 0.379
C -2.608 -0.281 -0.046 3.171 -1.536 0.822
C 2.281 -0.495 0.443 -0.423 0.129 0.081
C -0.162 1.554 0.112 0.257 -0.167 -0.161
C 1.441 -0.361 -0.809 -2.384 2.010 -0.102
H -3.122 -1.214 0.163 -0.355 0.101 0.066
H 1.873 -1.251 1.116 0.025 -0.006 0.032
H -0.760 -1.688 -0.449 0.148 0.041 0.139
H 1.328 -1.304 -1.343 -0.342 0.128 0.096
H 2.335 0.450 0.984 0.003 0.015 0.025
H -1.103 2.083 -0.032 -0.078 0.006 0.105
H -2.827 0.079 -1.045 0.236 -0.006 -0.091
H -2.806 0.469 0.712 -0.112 0.003 0.028
H 3.307 -0.784 0.199 -0.121 -0.020 -0.109
H 0.626 2.164 -0.330 -0.015 0.078 0.040
H 0.033 1.450 1.188 -0.031 0.005 0.045
H 1.826 0.391 -1.497 0.191 -0.095 0.036
H -0.620 -0.817 1.154 0.049 -0.159 -0.023
```
Forces are in eV/Å.

Computed properties:
LUMO level   1.2 eV
E_HOMO   -8.278 eV
2S+1   1
SMILES   CCN(C)CC
Energy above the lowest of the compared OMol25 structures with the same formula, charge and spin   59.2 kcal/mol

Atomic partial charges in e from the natural (NBO) method, atoms 1 to 5: number 1, N, carries -0.432; number 2, C, carries -0.187; number 3, C, carries -0.631; number 4, C, carries -0.653; number 5, C, carries -0.428